Record 1
Computed, not measured: a gas-phase ion, C4H8FN2 (charge +1) in a non-equilibrium geometry, with ωB97M-V/def2-TZVPD.

Positions of all 15 atoms, in Å:
1 C -1.28011 0.88739 1.31481
2 C -0.67571 -1.44166 0.37948
3 C 0.71240 1.32493 0.09525
4 C 0.47547 0.29947 -1.01731
5 N -0.42055 1.63461 0.90849
6 N 0.42358 -1.11898 -0.54797
7 F -2.32050 0.97514 2.02705
8 H -0.37992 -1.95943 1.27240
9 H -1.59463 -1.73914 -0.09071
10 H 1.52127 1.01318 0.76621
11 H 1.01224 2.27134 -0.36496
12 H -0.45856 0.52355 -1.54128
13 H 1.30651 0.38783 -1.71951
14 H 1.32093 -1.33741 -0.09753
15 H 0.35757 -1.72081 -1.38444

* total charge: +1
* multiplicity: 1
* LUMO energy (spin up / spin down): -4.738 / -4.504 eV
* energy relative to the best compared isomer or geometry (same formula, charge and spin): 4.3274 eV
* M: 103.120 g mol⁻¹

Atom charges from the Löwdin analysis, given in e for atoms 1 to 4: C -0.1442; C 0.0440; C -0.1703; C -0.1166

Record 2
Computed, not measured: a single C2H4NP molecule in a non-equilibrium geometry, with ωB97M-V/def2-TZVPD.

Positions of all 8 atoms, in Å:
1 C -0.40058 -0.16035 -1.59183
2 C 0.40923 0.15305 1.07970
3 N -1.46722 -0.56887 -0.99397
4 P 0.05525 -1.15060 -0.22202
5 H -0.15645 0.68483 -2.34102
6 H 1.43493 0.07755 1.39257
7 H -0.09036 -0.11222 1.99988
8 H 0.21519 1.07660 0.67669

* multiplicity: 3
* LUMO energy (spin up / spin down): 1.101 / -3.049 eV
* energy relative to the best compared isomer or geometry (same formula, charge and spin): 3.1009 eV
* M: 73.035 g mol⁻¹

Atom charges from the Löwdin analysis, given in e for atoms 1 to 4: C -0.5770; C -0.2767; N -0.2054; P 0.9350

Record 3
Computed, not measured: 2 unconnected molecules or ions with the total composition C6H13Cl in a non-equilibrium geometry, with ωB97M-V/def2-TZVPD.

Positions of all 20 atoms, in Å:
1 C 1.40372 0.78597 -1.65599
2 C -1.11834 1.34483 -1.47810
3 C 1.03623 -1.60821 1.39668
4 C -1.39492 -0.63660 1.73187
5 C 0.02192 0.32245 -1.36879
6 C 0.06914 -0.45614 1.38610
7 Cl 0.65859 1.01616 1.93168
8 H 1.45666 1.18717 -2.66239
9 H 2.21439 0.04806 -1.59912
10 H 1.59737 1.60292 -0.80393
11 H -1.37915 2.06393 -0.66564
12 H -2.04418 0.81025 -1.61423
13 H -1.00627 1.95300 -2.51934
14 H 1.37740 -1.95803 2.41058
15 H 0.63906 -2.47676 0.94288
16 H 1.86203 -1.27624 0.62860
17 H -1.43902 -0.74577 2.85017
18 H -1.79617 -1.45202 1.20642
19 H -2.00263 0.19124 1.46813
20 H -0.15581 -0.71619 -1.58555

* multiplicity: 1
* LUMO energy (spin up / spin down): 0.900 / 0.597 eV
* energy relative to the best compared isomer or geometry (same formula, charge and spin): 2.5498 eV
* M: 120.623 g mol⁻¹

Atom charges from the Löwdin analysis, given in e for atoms 1 to 4: C -0.1590; C -0.1355; C -0.1462; C -0.1434

Record 4
Computed, not measured: a single C3H5NO2 molecule in a non-equilibrium geometry, with ωB97M-V/def2-TZVPD.

Positions of all 11 atoms, in Å:
1 C -0.36427 -1.65906 -0.07246
2 N -0.40165 -0.27963 0.38884
3 C 0.65330 0.50715 -0.03086
4 O 1.80534 0.14184 -0.03950
5 C 0.27708 2.01009 -0.18531
6 O 0.31240 2.25239 1.00221
7 H 0.60986 -2.08287 0.17005
8 H -1.14586 -2.23898 0.41958
9 H -0.51019 -1.71084 -1.16063
10 H -1.31054 0.16145 0.36296
11 H 0.07453 2.89847 -0.85488

* multiplicity: 1
* LUMO energy: 0.564 eV
* SMILES: CNC(=O)C=O
* energy relative to the best compared isomer or geometry (same formula, charge and spin): 2.2370 eV
* M: 87.078 g mol⁻¹

Atom charges from the Löwdin analysis, given in e for atoms 1 to 4: C -0.0806; N -0.0001; C -0.4912; O 0.0897

Record 5
Computed, not measured: a molecular structure, C10H15AlNO5 in a non-equilibrium geometry, with ωB97M-V/def2-TZVPD.

Positions of all 32 atoms, in Å:
1 Al 0.97630 -0.17754 -0.05366
2 C 1.73412 -5.33757 -0.87539
3 C 1.73838 -3.84386 -1.01266
4 C 0.93287 -3.34474 -2.17760
5 O 1.03301 -1.97845 -2.42711
6 C 0.97939 -1.75132 -3.82404
7 N 1.23913 -3.11065 0.24722
8 H 2.04402 -5.74144 -1.83921
9 H 0.72741 -5.70817 -0.68231
10 H 2.45928 -5.75434 -0.17641
11 H 2.77499 -3.58589 -1.22946
12 H -0.07669 -3.71856 -2.00686
13 H 1.16644 -4.01838 -3.00207
14 H 1.50146 -0.82643 -4.06925
15 H -0.03126 -1.72614 -4.23154
16 H 1.57992 -2.53208 -4.29082
17 H 0.31115 -3.50926 0.23925
18 H 1.71622 -3.71778 0.89828
19 C -3.03552 4.28928 2.26274
20 C -2.37716 3.24559 1.70647
21 C -0.90212 3.14209 1.57014
22 O -0.20721 2.20467 1.11682
23 C -0.23619 4.38275 1.95395
24 C -0.83751 5.45021 2.53492
25 C -2.28425 5.47265 2.76473
26 O -2.86122 6.34521 3.39635
27 O -0.19880 6.52553 3.07338
28 O -3.15273 2.19087 1.26402
29 H -4.10907 4.24641 2.37249
30 H 0.84109 4.32052 1.99849
31 H -0.80095 7.15221 3.48117
32 H -2.64461 1.41447 1.01783

* total charge: +4
* multiplicity: 2
* LUMO energy (spin up / spin down): -16.917 / -18.828 eV
* M: 256.214 g mol⁻¹

Atom charges from the Löwdin analysis, given in e for atoms 1 to 4: Al 1.1074; C -0.0096; C -0.3847; C -0.1423

Record 6
Computed, not measured: 2 unconnected molecules or ions with the total composition C3H7O2S2 in a non-equilibrium geometry, with ωB97M-V/def2-TZVPD.

Positions of all 14 atoms, in Å:
1 C 0.04488 -0.78321 1.55697
2 C -0.91752 0.82317 -0.19293
3 C -0.00060 0.60877 0.94664
4 O 2.19763 -1.90650 -2.78690
5 O 0.69815 -0.21081 -3.72686
6 S -0.47498 1.75251 2.28273
7 S 1.12880 -0.94982 -2.49306
8 H 0.46973 -0.59639 2.51923
9 H 0.81906 -1.36765 0.95159
10 H -0.94849 -1.07661 1.69312
11 H -1.46493 1.76958 -0.07543
12 H -0.63255 0.70855 -1.23174
13 H -1.82311 0.20538 -0.23050
14 H 0.90393 1.02302 0.78714

* total charge: -1
* multiplicity: 1
* LUMO energy: 0.895 eV
* energy relative to the best compared isomer or geometry (same formula, charge and spin): 2.7405 eV
* M: 139.221 g mol⁻¹

Atom charges from the Löwdin analysis, given in e for atoms 1 to 4: C -0.1956; C -0.2403; C -0.9528; O -0.4629

Record 7
Computed, not measured: a single C2H2F3I molecule in a non-equilibrium geometry, with ωB97M-V/def2-TZVPD.

Positions of all 8 atoms, in Å:
1 F 0.30723 -1.36951 -1.19232
2 C 0.61428 -0.20035 -0.53561
3 F 1.70549 -0.35335 0.23789
4 C -0.43581 0.30501 0.50386
5 F -0.54896 -0.70272 1.39392
6 I -2.53016 0.73661 0.03223
7 H 0.83989 0.36919 -1.45622
8 H 0.04804 1.21511 1.01625

* multiplicity: 1
* LUMO energy: -0.047 eV
* SMILES: FC(F)[C@H](F)I
* energy relative to the best compared isomer or geometry (same formula, charge and spin): 0.6039 eV
* M: 209.936 g mol⁻¹

Atom charges from the Löwdin analysis, given in e for atoms 1 to 4: F 0.0299; C -0.3925; F 0.0683; C -0.6917

Record 8
Computed, not measured: 11 unconnected molecules or ions with the total composition C20H33Cl20FIN4S2 in a non-equilibrium geometry, with ωB97M-V/def2-TZVPD.

Positions of all 81 atoms, in Å:
1 C -5.20057 1.48676 -2.68921
2 C -5.12599 0.90107 -4.10675
3 N -5.77579 1.42549 -5.05656
4 C -4.24910 -0.34372 -4.38357
5 C -3.53450 -0.74453 -3.10767
6 C -3.92219 -1.76492 -2.29383
7 F -4.92577 -2.58392 -2.45288
8 N -3.01753 -1.76968 -1.25773
9 N -3.09313 -2.68204 -0.19428
10 C -2.20664 -3.55637 -0.24388
11 S -0.88766 -4.34654 -0.20966
12 C -2.11013 -0.80478 -1.45152
13 S -0.77902 -0.56879 -0.31093
14 N -2.39834 -0.13941 -2.58712
15 C -1.70050 0.97471 -3.27114
16 C -1.13011 2.06691 -2.36659
17 C -0.59151 3.22868 -3.25114
18 I 1.04103 2.57445 -4.50906
19 H -5.98699 2.24689 -2.62448
20 H -5.42208 0.73208 -1.92477
21 H -4.25515 1.98349 -2.42504
22 H -6.29100 2.23055 -4.69796
23 H -4.83179 -1.16748 -4.79703
24 H -3.46148 -0.03147 -5.07597
25 H -1.33191 0.30824 0.56322
26 H -0.96799 0.54457 -3.97171
27 H -2.46283 1.46233 -3.89348
28 H -1.95827 2.48439 -1.78179
29 H -0.29315 1.74513 -1.74848
30 H -0.12574 3.93503 -2.55822
31 H -1.37732 3.72725 -3.82093
32 C -2.48832 2.79785 1.75117
33 Cl -1.07568 3.19514 0.76422
34 Cl -3.99656 3.20509 0.92047
35 H -2.48344 1.73237 1.95960
36 H -2.43426 3.35600 2.67950
37 C 0.71337 1.40355 4.13283
38 Cl 0.43381 0.89138 2.45817
39 Cl 0.48082 3.14637 4.31953
40 H 0.01513 0.88460 4.77782
41 H 1.73148 1.15244 4.40862
42 C 1.37883 -3.01238 3.69985
43 Cl 3.11178 -2.72746 3.54500
44 Cl 0.63298 -1.84186 4.79208
45 H 0.91684 -2.92272 2.72149
46 H 1.22005 -4.00661 4.09943
47 C 3.79149 3.23209 6.25489
48 Cl 4.73334 3.69095 7.67226
49 Cl 3.51085 1.48211 6.19761
50 H 2.83202 3.73558 6.29228
51 H 4.33419 3.52514 5.36301
52 C 6.95591 -2.83676 2.55891
53 Cl 8.69160 -2.55909 2.38110
54 Cl 6.21262 -1.65722 3.64517
55 H 6.48884 -2.75490 1.58383
56 H 6.80198 -3.83027 2.96496
57 C 0.26008 -2.06795 -5.57167
58 Cl 0.88245 -2.00083 -3.91614
59 Cl -0.99365 -0.84588 -5.82813
60 H 1.07408 -1.88302 -6.26333
61 H -0.16745 -3.04847 -5.74681
62 C 1.39478 -5.07871 7.14304
63 Cl 2.79903 -4.63662 6.16004
64 Cl -0.12272 -4.67402 6.32359
65 H 1.41653 -6.14644 7.32850
66 H 1.44089 -4.53547 8.07997
67 C -9.00588 1.65222 -3.70138
68 Cl -9.24980 1.48957 -1.95855
69 Cl -8.53847 3.30118 -4.14386
70 H -8.21718 0.97353 -4.00833
71 H -9.93008 1.40478 -4.21088
72 C 3.01694 2.94933 0.70245
73 Cl 4.53327 2.19007 0.21976
74 Cl 1.84539 2.96884 -0.62741
75 H 2.59096 2.39044 1.52790
76 H 3.21470 3.97220 1.00310
77 C 11.51481 -2.16485 -0.26345
78 Cl 12.29510 -3.74319 -0.40851
79 Cl 10.86654 -1.61226 -1.81293
80 H 10.69743 -2.24570 0.44346
81 H 12.24571 -1.44445 0.08591

* total charge: +1
* multiplicity: 1
* LUMO energy: -3.943 eV
* M: 1248.608 g mol⁻¹

Atom charges from the Löwdin analysis, given in e for atoms 1 to 4: C -0.0202; C -0.3846; N 0.1504; C -0.0404